Molecular formula: C4H9OS
Method: DFT, ωB97M-V with the def2-TZVPD basis set

## Properties
structure (SMILES) = OCCCC[S-]
E_LUMO = 3.670 eV
total charge = -1
electronic energy = -17176.81835 eV
energy above the lowest of the compared OMol25 structures with the same formula, charge and spin = 13.0 kcal/mol
HOMO = -2.15 eV

Last column: Löwdin charge in e.
Cartesian coordinates (Å):
O 0.710 -1.946 -1.166  -0.09
C 1.360 -0.679 -0.906  -0.28
C 0.744 0.047 0.279  -0.23
C -0.582 0.702 -0.165  -0.35
C -1.550 0.979 0.997  -0.75
S -2.117 -0.600 1.783  0.07
H 1.286 -2.514 -0.637  0.07
H 1.158 -0.086 -1.797  0.10
H 2.437 -0.845 -0.802  0.10
H 0.332 -0.597 1.069  0.04
H 1.419 0.802 0.691  0.10
H -0.446 1.644 -0.712  0.09
H -1.092 0.008 -0.838  0.09
H -2.459 1.335 0.515  0.01
H -1.200 1.749 1.688  0.03


Molecular formula: C39H53Br2N5OSiY
Method: DFT, ωB97M-V with the def2-TZVPD basis set

## Properties
E_LUMO = -2.587 eV
total charge = +1
electronic energy = -199807.33445 eV
energy above the lowest of the compared OMol25 structures with the same formula, charge and spin = 1.1 kcal/mol
HOMO = -9.93 eV

Last column: Löwdin charge in e.
Cartesian coordinates (Å):
Y -0.570 0.021 -0.385  1.40
C 0.269 2.682 1.294  -0.04
N -0.988 1.897 1.282  -0.26
C -1.319 1.471 2.649  -0.08
C -2.015 2.691 0.630  -0.24
C -2.977 3.408 1.326  -0.03
C -3.963 4.103 0.641  -0.07
C -3.976 4.082 -0.748  -0.06
C -3.004 3.379 -1.444  -0.04
C -1.998 2.683 -0.770  -0.28
N -1.038 1.874 -1.410  -0.12
C -0.310 2.360 -2.501  -0.23
C -0.335 3.686 -2.949  -0.02
C 0.406 4.085 -4.048  -0.07
C 1.199 3.177 -4.737  -0.08
C 1.261 1.871 -4.279  -0.03
C 0.541 1.473 -3.163  -0.21
N 0.677 0.102 -2.642  -0.26
C 0.100 -0.861 -3.601  -0.09
C 2.104 -0.213 -2.422  -0.05
H 0.147 3.572 1.917  0.11
H 1.077 2.072 1.683  0.05
H 0.507 2.994 0.278  0.09
H -1.250 2.300 3.359  0.10
H -2.332 1.069 2.675  0.08
H -0.611 0.701 2.955  0.05
H -2.969 3.420 2.408  0.11
H -4.714 4.654 1.190  0.11
H -4.745 4.614 -1.292  0.11
H -3.025 3.350 -2.527  0.12
H -0.938 4.414 -2.424  0.11
H 0.361 5.118 -4.368  0.11
H 1.770 3.480 -5.603  0.11
H 1.897 1.162 -4.795  0.11
H 0.562 -0.764 -4.586  0.10
H 0.273 -1.875 -3.242  0.03
H -0.972 -0.679 -3.706  0.09
H 2.668 -0.187 -3.356  0.10
H 2.539 0.500 -1.728  0.09
H 2.189 -1.211 -1.998  0.06
Br -1.520 -2.135 1.925  0.77
C -0.885 -3.534 0.760  -0.88
Br -0.917 -3.012 -1.111  0.77
H -1.540 -4.388 0.859  0.02
H 0.151 -3.745 1.006  -0.02
C 2.408 0.795 3.682  -0.09
C 2.559 -0.704 3.399  -0.59
C 3.969 -1.101 3.876  -0.08
C 1.484 -1.431 4.218  -0.09
Si 2.429 -1.084 1.548  0.50
O 1.029 -0.591 0.826  -0.50
C 3.879 -0.263 0.689  -0.23
C 5.005 -0.986 0.284  -0.08
C 6.079 -0.361 -0.343  -0.07
C 6.050 1.006 -0.572  -0.08
C 4.950 1.752 -0.166  -0.08
C 3.883 1.119 0.455  -0.12
C 2.577 -2.945 1.231  -0.22
C 2.516 -3.364 -0.108  -0.14
C 2.601 -4.700 -0.473  -0.08
C 2.747 -5.674 0.506  -0.08
C 2.816 -5.295 1.839  -0.07
C 2.743 -3.951 2.191  -0.09
H 2.607 0.981 4.743  0.09
H 1.398 1.149 3.486  0.05
H 3.112 1.404 3.111  0.08
H 4.059 -0.889 4.947  0.09
H 4.742 -0.527 3.362  0.08
H 4.203 -2.155 3.733  0.07
H 1.607 -1.196 5.281  0.09
H 1.516 -2.515 4.119  0.06
H 0.478 -1.114 3.930  0.03
H 5.047 -2.056 0.449  0.10
H 6.939 -0.942 -0.651  0.11
H 6.885 1.493 -1.061  0.11
H 4.925 2.821 -0.338  0.11
H 3.026 1.720 0.748  0.08
H 2.399 -2.626 -0.892  0.07
H 2.567 -4.981 -1.519  0.11
H 2.821 -6.719 0.232  0.11
H 2.939 -6.045 2.609  0.11
H 2.808 -3.704 3.239  0.08
C -4.100 -2.025 -0.606  -0.21
C -5.614 -1.924 -0.933  -0.14
N -6.042 -0.528 -0.972  -0.15
C -5.325 0.155 -2.048  -0.14
C -3.797 -0.037 -1.887  -0.15
N -3.485 -0.676 -0.582  -0.19
C -4.152 0.096 0.493  -0.16
C -5.692 0.089 0.304  -0.14
H -3.589 -2.622 -1.356  0.05
H -3.928 -2.489 0.366  0.08
H -6.206 -2.455 -0.187  0.12
H -5.831 -2.375 -1.902  0.12
H -5.583 1.214 -2.015  0.12
H -5.667 -0.237 -3.006  0.12
H -3.269 0.912 -1.949  0.07
H -3.395 -0.691 -2.667  0.11
H -3.777 1.115 0.455  0.09
H -3.867 -0.344 1.452  0.08
H -6.081 1.107 0.326  0.12
H -6.187 -0.470 1.099  0.12


Molecular formula: C5H10N2O2S
Method: DFT, ωB97M-V with the def2-TZVPD basis set

## Properties
structure (SMILES) = C=N[C@@H](/C=N/C)S(C)(=O)=O
E_LUMO = 0.435 eV
total charge = 0
electronic energy = -23254.31549 eV
energy above the lowest of the compared OMol25 structures with the same formula, charge and spin = 54.3 kcal/mol
HOMO = -9.50 eV

Last column: Löwdin charge in e.
Cartesian coordinates (Å):
C -0.028 2.055 0.290  -0.03
N -0.215 1.562 -0.850  0.02
C -0.155 0.128 -1.029  -0.38
C 1.119 -0.430 -0.652  -0.21
N 1.729 -0.286 0.458  0.00
C 3.001 -0.995 0.662  -0.10
S -1.347 -0.634 0.173  0.64
C -2.984 0.228 -0.206  -0.11
O -1.527 -1.979 -0.197  -0.31
O -0.923 -0.387 1.533  -0.32
H -0.176 3.027 0.499  0.04
H 0.338 1.503 1.137  0.06
H -0.465 -0.291 -1.933  0.10
H 1.539 -1.198 -1.396  0.14
H 3.302 -1.454 -0.280  0.07
H 2.968 -1.560 1.633  0.10
H 3.744 -0.221 0.841  0.07
H -3.210 0.029 -1.247  0.05
H -3.834 -0.321 0.348  0.10
H -2.876 1.223 0.216  0.04